# 1
DFT (ωB97M-V/def2-TZVPD) results for C48H51BrCsN9O6PS as an isolated structure at a distorted geometry.

Structure (XYZ):
```
118
Properties=species:S:1:pos:R:3:forces:R:3:lowdin_charge:R:1
Cs -0.86114 0.29226 1.20688 1.82 0.56 -0.82 1.413
C 3.90044 3.84346 -4.42966 0.06 0.08 -0.03 -0.065
C 3.04561 3.50548 -3.24327 -0.04 -0.14 -0.03 -0.282
C 2.74610 4.39294 -2.27386 0.00 0.03 0.05 -0.024
C 1.97136 4.03079 -1.10859 0.05 0.02 0.02 -0.116
C 1.72834 5.03333 -0.19151 -0.01 0.03 0.05 -0.044
N 1.28483 5.02046 1.07580 0.04 0.01 -0.03 0.044
C 1.48994 3.98156 2.08651 -0.15 -0.01 -0.17 -0.159
C 2.93485 3.96474 2.57767 0.04 0.10 -0.01 -0.152
C 3.28805 2.67544 3.30986 0.01 -0.21 0.01 -0.166
N 3.46742 1.57558 2.37861 0.09 -0.14 -0.15 0.067
C 4.64172 1.10842 2.04201 -0.14 0.06 -0.07 -0.019
C 4.87557 0.09890 1.10133 -0.02 0.07 0.11 -0.125
C 6.21940 -0.27302 0.83415 0.04 -0.02 -0.01 -0.022
C 6.54134 -1.19459 -0.11235 -0.12 0.01 0.03 -0.291
C 7.95492 -1.60215 -0.40676 0.14 0.02 -0.02 -0.071
C 5.45873 -1.78624 -0.82012 -0.06 -0.04 -0.01 0.002
C 4.14098 -1.51030 -0.59771 0.04 -0.03 0.05 -0.105
C 3.14296 -2.24676 -1.38688 -0.04 0.04 0.08 -0.131
N 1.96140 -2.45440 -1.00056 0.05 -0.13 -0.08 0.074
C 1.06824 -3.15949 -1.90026 0.08 0.04 0.03 -0.228
C -0.15408 -2.28364 -2.15829 0.03 -0.06 0.04 -0.193
C -0.00027 -1.31161 -3.32504 0.01 0.01 -0.10 -0.219
N 1.01021 -0.25331 -3.22252 -0.09 -0.13 0.06 0.067
C 0.89135 0.52589 -2.23417 0.15 0.22 -0.06 -0.141
C 1.66924 1.78648 -2.15507 -0.04 0.05 0.02 -0.115
C 2.47257 2.18490 -3.16351 0.04 0.11 0.01 0.023
C 1.39964 2.68760 -1.02534 0.16 -0.29 -0.02 -0.323
O 0.67916 2.32515 -0.09550 -0.05 0.25 0.07 -0.138
C 3.75730 -0.49490 0.38679 0.00 0.12 -0.18 -0.299
O 2.58657 -0.11213 0.56264 0.07 -0.05 0.11 -0.004
H 4.21700 4.88704 -4.40544 -0.01 0.00 0.00 0.069
H 3.36293 3.67354 -5.36533 -0.02 0.00 -0.01 0.076
H 4.79872 3.22204 -4.46350 -0.01 -0.02 0.03 0.077
H 3.13085 5.40735 -2.33160 0.01 0.01 -0.01 0.109
H 1.92290 6.04382 -0.54930 0.00 -0.02 0.00 0.129
H 1.11703 5.93695 1.45752 0.03 -0.01 -0.02 0.134
H 1.20737 3.02723 1.65195 0.04 -0.03 -0.03 0.087
H 0.79860 4.18794 2.90445 0.03 -0.02 0.02 0.133
H 3.12767 4.81894 3.23513 -0.04 -0.01 0.00 0.111
H 3.59892 4.06792 1.71395 0.01 -0.01 0.03 0.117
H 2.51466 2.37528 4.01878 -0.03 0.04 -0.02 0.112
H 4.22531 2.80192 3.85802 -0.03 0.00 -0.01 0.118
H 2.66925 1.09318 1.93098 0.05 0.06 0.15 0.113
H 5.49541 1.56833 2.53801 0.01 -0.02 -0.01 0.136
H 7.00798 0.21159 1.40455 0.00 0.01 0.01 0.113
H 8.66048 -0.95590 0.11717 0.00 -0.01 0.01 0.068
H 8.18171 -1.53680 -1.47347 -0.03 0.01 -0.02 0.073
H 8.15940 -2.63067 -0.09873 -0.03 -0.02 0.01 0.075
H 5.68813 -2.52588 -1.58426 0.04 0.00 -0.02 0.117
H 3.50288 -2.63328 -2.35441 0.00 0.03 -0.01 0.120
H 0.75690 -4.08328 -1.40363 -0.02 0.02 0.03 0.101
H 1.56290 -3.43848 -2.84621 -0.02 0.00 0.03 0.108
H -0.36023 -1.77678 -1.21381 -0.17 0.11 -0.13 0.061
H -1.02601 -2.90907 -2.37058 0.03 -0.02 -0.01 0.094
H -0.96438 -0.82390 -3.50812 -0.02 0.00 0.02 0.113
H 0.22816 -1.89399 -4.22357 0.02 0.01 0.02 0.098
H 0.15158 0.38659 -1.44931 0.00 0.04 -0.06 0.055
H 2.62906 1.49429 -3.98613 -0.01 -0.02 0.00 0.119
N -8.49320 0.63166 -3.22053 -0.04 -0.04 0.06 0.074
C -7.33740 0.82221 -2.44192 -0.02 -0.04 -0.04 -0.333
C -7.09515 2.04296 -1.81907 0.04 0.00 0.02 -0.039
C -5.93503 2.24047 -1.08517 -0.08 0.10 -0.04 -0.064
C -5.00907 1.22110 -0.96485 -0.05 -0.13 0.00 -0.283
C -5.24154 0.00120 -1.58563 0.00 0.00 0.00 -0.052
C -6.39387 -0.19861 -2.32334 0.01 0.03 0.02 -0.038
S -3.53574 1.42553 0.00210 -0.94 0.25 -0.26 0.479
O -3.37222 0.15800 0.70152 -1.27 0.09 -0.36 -0.624
O -3.74833 2.57566 0.85250 0.12 -0.01 0.06 -0.325
N -2.32208 1.53806 -1.00897 -0.55 0.24 -0.22 -0.179
C -2.27207 2.58955 -1.86178 0.36 -0.42 0.06 -0.449
N -3.20663 3.55957 -1.87342 -0.03 0.09 -0.11 0.125
C -3.03484 4.53912 -2.74699 -0.01 0.05 -0.03 -0.152
C -1.96137 4.61492 -3.61544 0.03 0.01 -0.02 -0.084
C -1.06275 3.55497 -3.54156 -0.06 0.02 0.03 -0.143
N -1.20637 2.55096 -2.70405 -0.01 0.16 -0.04 0.140
H -9.26837 1.21172 -2.93479 0.04 0.00 -0.02 0.077
H -8.77996 -0.33507 -3.27307 0.02 0.04 -0.02 0.077
H -7.81968 2.84433 -1.91144 -0.01 0.00 -0.01 0.104
H -5.73640 3.18679 -0.60236 0.02 -0.01 0.02 0.107
H -4.51961 -0.79741 -1.47202 0.04 -0.01 0.02 0.108
H -6.56846 -1.15410 -2.80431 -0.02 -0.01 -0.02 0.105
H -3.80057 5.31146 -2.75371 -0.02 0.00 0.02 0.101
H -1.83823 5.43251 -4.31053 0.00 0.00 -0.01 0.081
H -0.18851 3.51497 -4.18812 0.02 -0.01 -0.01 0.105
Br -1.37161 -3.27664 8.27681 -0.02 -0.02 0.03 0.703
C -0.00380 -2.44849 7.25683 0.02 0.05 -0.09 -0.672
C 1.29722 -2.46049 7.73002 -0.07 -0.06 0.06 -0.214
N 2.30246 -1.90003 7.06454 0.01 -0.01 0.03 0.062
C 2.01504 -1.29816 5.91356 -0.05 0.09 -0.03 -0.083
C 0.74049 -1.24289 5.35860 0.08 -0.05 0.03 -0.100
C -0.29762 -1.84681 6.04642 -0.01 -0.11 -0.01 -0.050
C 0.51121 -0.54302 4.02839 0.11 0.16 -0.09 -0.674
O 1.28494 0.40287 3.76936 0.00 0.06 0.03 -0.046
O -0.42507 -0.96430 3.31115 0.26 -1.14 2.03 -0.359
H 1.52517 -2.94270 8.67363 0.04 0.01 0.00 0.092
H 2.83093 -0.82652 5.38073 0.03 0.00 0.00 0.114
H -1.29581 -1.84983 5.62938 0.00 0.02 -0.02 0.114
C -3.33341 -2.73753 2.36923 -0.08 -0.06 0.10 -0.273
P -2.30020 -3.01117 0.88343 0.24 0.04 -0.15 0.894
C -0.85026 -3.82570 1.66160 0.05 -0.14 0.07 -0.268
C -3.11771 -4.45947 0.09376 -0.10 -0.07 0.15 -0.379
C -3.54122 -4.34391 -1.22566 -0.02 0.00 -0.06 -0.113
C -4.16582 -5.40334 -1.87376 0.00 0.01 -0.02 -0.096
C -4.37537 -6.59737 -1.20367 -0.02 -0.05 -0.01 -0.107
C -3.96017 -6.72968 0.11608 0.02 0.02 0.02 -0.096
C -3.33892 -5.66903 0.75464 0.02 0.06 -0.02 -0.100
H -3.58789 -3.66237 2.89388 0.01 0.00 -0.03 0.036
H -4.24093 -2.20300 2.09160 -0.02 0.00 -0.01 0.035
H -2.75609 -2.10044 3.04217 0.02 0.04 -0.01 0.022
H -1.11547 -4.65012 2.32940 -0.03 0.01 -0.01 0.034
H -0.31427 -3.07156 2.24047 -0.03 0.01 -0.01 0.018
H -0.18230 -4.20285 0.88590 0.01 0.02 -0.01 0.027
H -3.37831 -3.40996 -1.75153 0.01 0.02 0.02 0.085
H -4.48583 -5.29224 -2.90239 -0.01 -0.01 -0.01 0.097
H -4.86176 -7.42570 -1.70406 0.00 0.00 -0.01 0.095
H -4.12010 -7.65953 0.64809 -0.01 -0.01 -0.02 0.096
H -3.01793 -5.77737 1.78406 -0.01 -0.03 0.01 0.094
```
Forces are in eV/Å.

Results
Charge: -1
Energy relative to the best compared isomer or geometry (same formula, charge and spin) in kJ/mol: 66.9
Energy in Ha: -6137.75485
HOMO energy in eV: -5.2271

---

# 2
DFT (ωB97M-V/def2-TZVPD) results for one molecule with the formula C14H17ClN4O at a distorted geometry.

Structure (XYZ):
```
37
Properties=species:S:1:pos:R:3:forces:R:3:lowdin_charge:R:1
C -1.24705 -1.60770 2.90686 -0.09 0.22 -0.07 -0.092
H -0.44795 -2.18633 2.44787 0.10 -0.12 -0.02 0.075
C -1.58990 -0.39941 2.04521 0.09 -0.27 -0.17 -0.193
H -0.72567 0.26714 2.00014 -0.02 0.06 0.01 0.101
H -2.41134 0.15714 2.50147 -0.04 0.11 -0.04 0.115
C -1.97536 -0.79270 0.61028 0.17 -0.17 0.62 -0.303
N -2.08079 0.39372 -0.22443 -0.14 -0.02 -0.14 -0.013
C -1.03110 1.00723 -0.79916 -0.13 -0.08 -0.05 -0.414
O -1.12261 2.02116 -1.46615 0.22 0.18 -0.13 0.074
C 0.31294 0.39338 -0.56530 0.93 -0.02 0.01 -0.206
N 0.66670 -0.79836 -1.05546 -1.05 -0.28 -0.55 0.142
N 1.94106 -0.95970 -0.75609 0.53 0.88 0.61 -0.061
C 2.72571 -2.01210 -1.06099 0.44 -0.36 -0.05 -0.008
C 4.02637 -1.98325 -0.65198 -0.34 -0.02 -0.12 -0.038
C 4.48447 -0.85423 0.06723 -0.07 0.09 0.02 -0.126
N 3.72719 0.16470 0.35901 0.58 0.27 0.32 0.141
C 2.46295 0.12984 -0.04557 -0.92 0.01 -0.28 -0.267
C 1.39203 1.01695 0.07194 0.11 -0.30 -0.07 -0.576
Cl 1.38832 2.52347 0.86556 0.06 0.05 0.04 0.728
H 5.50807 -0.79697 0.40806 0.14 -0.08 0.00 0.109
H 4.69108 -2.80076 -0.87276 0.00 -0.09 -0.05 0.101
H 2.26880 -2.81732 -1.61618 -0.07 0.02 -0.01 0.133
C -3.40791 0.94020 -0.40125 -0.30 0.28 -0.23 -0.128
C -4.29435 -0.04612 -1.17379 0.15 -0.02 0.04 -0.157
C -3.86608 -1.48575 -0.86754 -0.14 -0.02 0.13 -0.184
C -3.29515 -1.57184 0.54466 0.15 -0.08 -0.31 -0.149
H -4.01546 -1.16572 1.25726 -0.04 0.00 0.12 0.121
H -3.10870 -2.61183 0.81248 -0.01 0.02 0.10 0.116
H -3.09340 -1.79875 -1.57242 -0.01 -0.06 -0.04 0.116
H -4.71420 -2.16246 -0.97755 0.05 -0.05 -0.07 0.108
H -5.33358 0.11284 -0.88261 -0.04 0.02 -0.03 0.109
H -4.21445 0.13944 -2.24471 -0.05 0.06 -0.02 0.110
H -3.30453 1.88307 -0.93989 -0.06 -0.09 0.18 0.122
H -3.83491 1.14735 0.58496 0.02 0.03 -0.04 0.126
H -1.18382 -1.42185 0.19052 -0.19 0.03 0.10 0.130
H -2.11139 -2.25408 3.03503 -0.06 -0.13 0.06 0.068
H -0.91376 -1.28476 3.88997 0.03 -0.06 0.11 0.072
```
Forces are in eV/Å.

Results
Charge: 0
Energy in Ha: -1298.14085
HOMO energy in eV: -8.5375

---

# 3
DFT (ωB97M-V/def2-TZVPD) results for a 2-piece molecular cluster, C3H3I overall at a distorted geometry.

Structure (XYZ):
```
7
Properties=species:S:1:pos:R:3:forces:R:3:lowdin_charge:R:1
C 1.08449 1.45767 -1.09179 -1.16 -2.33 2.17 -0.067
C 0.62506 0.58354 -0.41966 -2.48 -2.92 1.87 -0.082
C -0.64534 -1.08694 0.62395 4.69 3.09 -0.07 -0.609
I -2.07876 -0.21942 1.76070 -0.41 -0.10 -0.22 0.849
H 1.37443 2.08672 -1.77859 1.61 3.13 -2.95 -0.064
H -0.70519 -1.68439 -0.25763 -0.69 -0.25 -0.34 -0.014
H 0.34531 -1.13718 1.16302 -1.54 -0.61 -0.47 -0.013
```
Forces are in eV/Å.

Results
Charge: 0
Energy relative to the best compared isomer or geometry (same formula, charge and spin) in kJ/mol: 365.7
Energy in Ha: -413.57758
HOMO energy in eV: -9.6933

---

# 4
DFT (ωB97M-V/def2-TZVPD) results for a 2-piece molecular cluster, C22H28BF3O2S3 overall at a distorted geometry.

Structure (XYZ):
```
59
Properties=species:S:1:pos:R:3:forces:R:3:lowdin_charge:R:1
C -2.40907 4.36542 -0.97709 -0.28 0.04 -0.31 -0.105
C -1.12567 4.02727 -0.32932 0.96 -0.02 1.28 -0.583
C -0.84175 4.05696 1.03013 -0.02 -0.10 -0.93 -0.126
C 0.47832 3.62657 1.33444 0.23 -0.25 -0.98 -0.112
C 1.20573 3.25810 0.20695 -0.93 1.40 0.47 -0.512
B -1.61897 -0.86672 0.11807 3.10 4.01 0.72 -0.615
C 2.59041 2.83139 0.16073 0.84 -0.27 -0.03 -0.288
C 3.34216 2.69345 1.34581 -0.20 0.01 -0.41 -0.037
C 4.54228 1.99658 1.33250 -0.02 0.25 -0.21 -0.036
C 5.00963 1.47366 0.13313 0.41 -0.24 0.18 -0.158
C 6.24158 0.61319 0.11614 0.45 -0.33 0.02 -0.513
F 6.04081 -0.52333 -0.63375 0.29 0.83 0.51 0.099
F 7.32342 1.25482 -0.43101 -0.75 -0.60 0.39 0.115
F 6.61141 0.19794 1.36260 -0.18 0.31 -0.97 0.113
C 4.36434 1.73019 -1.07483 -0.06 0.23 0.18 -0.021
C 3.17496 2.43270 -1.06299 0.13 0.29 0.24 -0.086
O -2.03226 -1.37485 1.31805 -0.62 -0.34 -0.74 0.129
C -2.97738 -2.42752 0.99234 0.02 -0.28 0.02 -0.456
C -2.27565 -3.76626 1.21149 0.14 -0.16 -0.04 -0.015
C -4.12568 -2.32587 1.97901 -0.37 0.07 -0.06 -0.013
C -3.33303 -2.15091 -0.53437 -0.08 0.09 0.11 -0.451
C -3.50309 -3.36129 -1.42588 -0.01 -0.40 0.05 -0.015
C -4.55394 -1.24946 -0.71593 -0.13 0.19 0.04 -0.014
O -2.17270 -1.40787 -1.00996 -0.26 -0.25 0.52 0.105
S 0.24766 3.51375 -1.23806 -0.02 0.05 0.93 1.078
H -3.04767 4.88758 -0.26067 0.01 -0.03 -0.16 0.082
H -2.23408 5.01026 -1.84410 -0.22 -0.05 0.08 0.076
H -2.92724 3.45954 -1.31624 0.06 0.17 0.03 0.084
H -1.57589 4.37436 1.76747 0.17 -0.11 -0.14 0.112
H 0.88934 3.55987 2.33529 -0.15 0.04 -0.11 0.109
H 2.95842 3.09657 2.28369 0.10 -0.23 -0.27 0.114
H 5.10295 1.84862 2.25016 -0.12 -0.03 -0.15 0.124
H 4.79123 1.38205 -2.01153 -0.05 0.03 0.14 0.129
H 2.70167 2.69363 -2.01171 -0.06 -0.28 0.33 0.099
H -2.98131 -4.59667 1.07845 0.18 0.14 -0.04 0.094
H -1.42738 -3.90995 0.52726 -0.21 0.08 0.16 0.086
H -1.89723 -3.81126 2.24140 -0.07 0.08 -0.26 0.099
H -4.84143 -3.14046 1.81522 0.04 0.15 0.02 0.096
H -3.73669 -2.41867 3.00064 -0.03 0.03 -0.26 0.098
H -4.65387 -1.36960 1.89627 0.13 -0.22 0.06 0.085
H -4.39744 -3.92035 -1.12524 0.17 0.00 -0.06 0.097
H -3.64480 -3.03267 -2.46278 0.05 -0.03 0.24 0.097
H -2.63813 -4.03163 -1.38849 -0.16 0.15 -0.02 0.085
H -5.47868 -1.81124 -0.53110 0.18 0.14 0.06 0.095
H -4.53340 -0.37615 -0.04991 0.06 -0.20 -0.19 0.097
H -4.58508 -0.89016 -1.75337 0.08 -0.10 0.26 0.099
C 1.53958 -2.33302 -0.91731 -0.19 -0.12 0.24 -0.281
C 2.67972 -1.84185 -0.03818 0.53 -0.01 0.54 -0.503
S 2.12635 -0.40247 0.93646 1.29 -1.47 0.42 0.707
C -0.51638 0.55976 0.11698 -2.82 -3.93 -1.49 -0.371
S 0.96954 0.33502 -0.60190 -1.89 1.36 0.03 0.688
C 0.96375 -1.15219 -1.67244 0.11 0.44 0.06 -0.333
H 1.89892 -3.08051 -1.62959 0.01 0.01 0.04 0.120
H 0.76426 -2.80378 -0.30399 0.07 0.10 -0.01 0.106
H 2.98582 -2.56123 0.72722 0.07 -0.18 -0.40 0.073
H 3.55322 -1.54272 -0.62896 -0.11 -0.20 0.06 0.064
H -0.60091 1.30972 0.89380 0.19 0.00 -0.27 0.008
H 1.63975 -0.83247 -2.47405 -0.18 -0.21 0.00 0.092
H -0.05038 -1.27582 -2.05696 0.15 -0.02 0.09 0.089
```
Forces are in eV/Å.

Results
Charge: 0
Energy relative to the best compared isomer or geometry (same formula, charge and spin) in kJ/mol: 25.1
Energy in Ha: -2524.63493
HOMO energy in eV: -6.4236